Entry 1:
ORCA calculation (ωB97M-V with the def2-TZVPD basis set) on C7H8EuF9NO3S2 as an isolated structure.

Its molar mass is 541.2 g mol⁻¹. For the LUMO energy (spin up / spin down), the calculation gives -9.94 / -9.72 eV. The spin multiplicity is 8. The max |F| comes out at 7.82 eV Å⁻¹. Its charge is +2. The HOMO energy (spin up / spin down) is -13.98 / -13.98 eV.

Each line ends with the Löwdin charge.
Atoms and positions in Å:
O1 0.8448 -2.8196 1.6730  -0.2911
S1 1.8122 -1.6809 1.7489  0.7176
O2 3.0267 -2.1500 2.5000  -0.2805
F1 1.2198 -0.3613 2.6057  -0.1787
N1 2.2394 -1.1915 0.1581  -0.6310
S2 2.9409 -2.5025 -0.7682  0.8096
C1 3.1126 0.0423 0.1765  -0.2137
C2 2.2756 1.2785 -0.4559  -0.1452
O3 0.9392 1.3863 0.0896  -0.1335
C3 -0.0473 0.9023 -0.8410  -0.0946
C4 -1.4698 1.6128 -0.5770  -0.1817
F2 -1.1630 2.9861 -0.3988  0.1136
F3 -2.3624 1.5813 -1.7673  -0.2340
C5 -2.2153 1.1539 0.7487  -0.2357
F4 -3.4302 1.8528 0.9474  0.1052
F5 -1.4029 1.5158 1.8474  0.1440
C6 -2.4664 -0.4187 0.8721  -0.2459
F6 -3.6448 -0.5640 1.6526  0.1115
F7 -1.4592 -1.0616 1.6150  0.1193
C7 -2.7470 -1.1621 -0.5103  -0.1709
F8 -3.9683 -0.7900 -1.1449  -0.0150
F9 -2.8528 -2.5411 -0.2044  0.0899
H1 3.7251 -1.9580 -1.7719  -0.0903
H2 4.0499 -0.0916 -0.4711  0.1266
H3 3.3860 0.3638 1.2369  0.1357
H4 2.8424 2.2196 -0.1271  0.1560
H5 2.3223 1.1458 -1.5847  0.1319
H6 0.2175 1.1487 -1.9340  0.1539
H7 -0.0707 -0.2296 -0.7240  0.1338
H8 -1.9229 -1.0791 -1.2836  0.1604
Eu1 -3.7316 1.4116 -3.3078  1.9327

---

Entry 2:
ORCA calculation (ωB97M-V with the def2-TZVPD basis set) on C29H29CoN3O5S as an isolated structure.

Its relative energy (zero: lowest compared OMol25 entry of this formula, charge and spin) is 120.7 kJ/mol. Its molar mass is 590.6 g mol⁻¹. For the LUMO energy (spin up / spin down), the calculation gives -3.96 / -3.95 eV. The max |F| comes out at 0.35 eV Å⁻¹. Its charge is +1. The HOMO energy (spin up / spin down) is -10.84 / -10.84 eV.

Each line ends with the natural charge from an NBO analysis.
Atoms and positions in Å:
Co1 0.6377 1.7364 0.3341  1.2435
C1 -1.9787 3.3231 3.4684  -0.7256
C2 -0.8686 2.4819 2.9346  0.6972
C3 -0.0063 1.7428 3.8999  -0.7439
O1 -0.6856 2.4176 1.7204  -0.6693
H1 -2.6105 2.7307 4.1318  0.2515
H2 -2.5676 3.7496 2.6614  0.2460
H3 -1.5508 4.1231 4.0772  0.2611
H4 0.5419 2.4736 4.4990  0.2653
H5 0.6945 1.0937 3.3819  0.2609
H6 -0.6297 1.1719 4.5902  0.2501
N1 2.2341 1.2592 -6.7109  -0.2679
C4 2.0318 1.3295 -5.5827  0.2564
C5 1.7776 1.4129 -4.1693  -0.1793
C6 1.3737 2.6161 -3.6085  -0.1555
C7 1.1319 2.6860 -2.2403  -0.2956
C8 1.2789 1.5614 -1.4371  -0.1138
C9 1.6667 0.3545 -2.0104  -0.2751
C10 1.9265 0.2803 -3.3662  -0.0905
H7 1.2535 3.4907 -4.2334  0.2378
H8 0.8071 3.6403 -1.8356  0.2029
H9 1.7576 -0.5431 -1.4126  0.2324
H10 2.2416 -0.6539 -3.8117  0.2291
O2 4.5705 -1.7739 -0.4671  -0.6571
C11 3.5568 -2.2318 0.2780  0.3685
C12 3.3727 -3.6152 0.3572  -0.2819
C13 2.3526 -4.1330 1.1253  -0.1403
C14 1.4788 -3.2950 1.8231  -0.2760
C15 1.6401 -1.9324 1.7239  -0.1537
C16 2.6714 -1.3775 0.9565  -0.2563
C17 2.8428 0.0808 0.8407  0.7982
O3 3.8205 0.5837 0.3012  -0.6463
O4 1.8776 0.8331 1.3512  -0.7726
H11 4.6133 -0.8020 -0.3414  0.5136
H12 4.0617 -4.2545 -0.1779  0.2367
H13 2.2337 -5.2072 1.1926  0.2203
H14 0.6867 -3.7139 2.4286  0.2192
H15 0.9713 -1.2576 2.2430  0.2111
O5 -0.4047 0.1799 -0.0471  -0.9680
S1 -1.7243 -0.2853 0.5836  1.2667
C18 -1.6500 -2.0407 0.3566  -0.1842
C19 -0.9791 -2.5721 -0.7363  -0.2167
C20 -0.9284 -3.9472 -0.8717  -0.1775
C21 -1.5517 -4.7652 0.0658  -0.1745
C22 -2.2196 -4.2170 1.1498  -0.2038
C23 -2.2641 -2.8380 1.3079  -0.2196
C24 -2.9459 0.1795 -0.6253  -0.2943
C25 -2.5533 0.4926 -1.9180  -0.2132
C26 -3.5315 0.8358 -2.8393  -0.1788
C27 -4.8686 0.8580 -2.4643  -0.1784
C28 -5.2413 0.5471 -1.1633  -0.2120
C29 -4.2744 0.2103 -0.2288  -0.1450
H16 -0.4925 -1.9200 -1.4499  0.2390
H17 -0.4001 -4.3856 -1.7076  0.2321
H18 -1.5093 -5.8401 -0.0500  0.2316
H19 -2.6961 -4.8583 1.8786  0.2325
H20 -2.7621 -2.3951 2.1621  0.2249
H21 -1.5056 0.4743 -2.1923  0.2433
H22 -3.2477 1.0834 -3.8534  0.2311
H23 -5.6253 1.1247 -3.1897  0.2323
H24 -6.2831 0.5735 -0.8745  0.2317
H25 -4.5531 -0.0261 0.7914  0.2162
N2 2.1075 3.5341 1.9489  -0.6640
N3 1.7446 3.3478 0.5713  -0.6016
H26 2.8581 4.2164 1.9974  0.3624
H27 2.4834 2.6341 2.2367  0.3920
H28 2.5619 3.2332 -0.0288  0.4051
H29 1.2484 4.1839 0.2747  0.3896

---

Entry 3:
ORCA calculation (ωB97M-V with the def2-TZVPD basis set) on a 5-piece molecular cluster, C30H51BrO16S3 overall.

Its molar mass is 843.8 g mol⁻¹. For the LUMO energy, the calculation gives 0.34 eV. The max |F| comes out at 1.02 eV Å⁻¹. The HOMO energy is -8.61 eV.

Each line ends with the Löwdin charge.
Atoms and positions in Å:
C1 -2.4982 -6.1831 -2.1220  -0.0996
C2 -2.5757 -5.1388 -3.2322  -0.2163
C3 -1.2182 -4.7234 -3.7919  -0.2328
O1 -1.2618 -3.3511 -4.1208  -0.1821
C4 -0.0126 -2.8064 -4.4958  -0.1672
C5 0.9417 -2.6145 -3.3006  -0.3110
C6 0.7369 -1.2045 -2.7002  -0.6265
Br1 -0.9519 -1.2318 -1.7181  0.8442
C7 1.8632 -0.7316 -1.7564  -0.8366
S1 1.9329 -1.9108 -0.3506  0.8315
C8 1.6226 0.7229 -1.3282  -0.4788
S2 2.6616 1.3164 0.0194  0.8769
C9 1.4173 1.8558 1.2485  -0.5012
C10 1.1572 0.7740 2.2919  -0.1581
O2 3.1621 -0.7097 -2.4048  -0.2609
S3 3.3116 -1.4012 -3.8258  0.6335
O3 4.7118 -1.6434 -3.9895  -0.2557
O4 2.6672 -0.6337 -4.8459  -0.2247
C11 2.4433 -2.9203 -3.5804  -0.2974
C12 2.7813 -3.8378 -4.7540  -0.1923
C13 2.5142 -5.3147 -4.4034  -0.2199
C14 3.6916 -5.9782 -3.6666  -0.0848
H1 -2.4229 -7.1951 -2.5183  0.0719
H2 -3.4137 -6.1537 -1.5309  0.0721
H3 -1.6697 -5.9895 -1.4439  0.0703
H4 -3.0190 -4.2281 -2.8226  0.1054
H5 -3.2351 -5.4686 -4.0335  0.1098
H6 -0.9705 -5.3012 -4.6906  0.1313
H7 -0.4510 -4.9324 -3.0398  0.1008
H8 -0.2446 -1.8354 -4.9326  0.1371
H9 0.4127 -3.4226 -5.2849  0.1154
H10 0.6211 -3.2935 -2.5114  0.1000
H11 0.6227 -0.4557 -3.4787  0.1019
H12 3.1581 -1.5857 0.0706  -0.1083
H13 1.8751 1.3295 -2.2014  0.0928
H14 0.5687 0.8717 -1.1214  0.0423
H15 0.5212 2.1243 0.6964  0.0717
H16 1.8355 2.7432 1.7146  0.0553
H17 0.4250 0.0555 1.9250  0.0618
H18 0.7420 1.2393 3.1854  0.0502
H19 2.0815 0.2663 2.5514  0.0637
H20 2.8686 -3.3521 -2.6729  0.1251
H21 3.8468 -3.7260 -4.9595  0.1063
H22 2.2864 -3.5430 -5.6748  0.1099
H23 2.2889 -5.8378 -5.3302  0.1096
H24 1.6416 -5.3574 -3.7522  0.0875
H25 3.8933 -6.9662 -4.0727  0.0700
H26 4.6082 -5.3981 -3.7667  0.0735
H27 3.4819 -6.0713 -2.6033  0.0713
C15 -3.5198 3.9928 4.0124  -0.0150
C16 -2.2607 3.6572 4.7677  -0.3131
C17 -1.7173 4.7688 5.6392  -0.0831
O5 -0.3040 4.5027 5.6294  0.0703
C18 -0.0146 3.8392 4.4898  -0.5680
O6 1.0839 3.6323 4.0855  0.1555
O7 -1.1475 3.4404 3.8706  0.0776
H28 -4.2801 4.3549 4.7044  0.0807
H29 -3.3176 4.7607 3.2650  0.0933
H30 -3.9085 3.1166 3.4949  0.0872
H31 -2.3926 2.7415 5.3501  0.1604
H32 -2.0984 4.7506 6.6520  0.1123
H33 -1.8893 5.7562 5.2051  0.1466
C19 -3.9850 6.3145 11.6602  -0.0204
C20 -3.4957 5.7413 10.3553  -0.3197
C21 -2.8156 6.7284 9.4285  -0.0804
O8 -3.1170 6.1862 8.1330  0.0332
C22 -4.2650 5.4726 8.2396  -0.5688
O9 -4.8729 5.0506 7.3106  0.1650
O10 -4.5990 5.3033 9.5334  0.0926
H34 -3.1720 6.8265 12.1750  0.0924
H35 -4.7958 7.0210 11.4828  0.0943
H36 -4.3634 5.5289 12.3121  0.0877
H37 -2.8546 4.8731 10.5285  0.1590
H38 -1.7392 6.7873 9.5646  0.1411
H39 -3.2499 7.7282 9.4958  0.1407
C23 -4.1393 -1.3344 -4.4575  -0.0193
C24 -5.6065 -1.2565 -4.1252  -0.3240
C25 -6.2120 0.1312 -4.1711  -0.0944
O11 -7.2540 0.0458 -3.1915  0.0617
C26 -6.9077 -0.9113 -2.2958  -0.5673
O12 -7.4564 -1.1012 -1.2629  0.1695
O13 -5.8438 -1.6155 -2.7502  0.0805
H40 -3.9358 -0.8672 -5.4218  0.0949
H41 -3.5474 -0.8401 -3.6872  0.0697
H42 -3.8039 -2.3691 -4.5042  0.0711
H43 -6.1833 -1.9466 -4.7474  0.1576
H44 -6.6316 0.3949 -5.1382  0.1369
H45 -5.5000 0.8988 -3.8576  0.1388
C27 5.7763 1.1139 -2.2400  -0.0196
C28 7.2578 0.8654 -2.1620  -0.3131
C29 7.6420 -0.5690 -1.8682  -0.0892
O14 8.8861 -0.4180 -1.1696  0.0603
C30 8.8896 0.8047 -0.5847  -0.5706
O15 9.6874 1.1670 0.2151  0.1629
O16 7.8562 1.5482 -1.0408  0.0865
H46 5.3201 0.4255 -2.9428  0.0528
H47 5.3107 0.9852 -1.2626  0.0631
H48 5.5691 2.1340 -2.5649  0.0955
H49 7.7613 1.2194 -3.0658  0.1590
H50 7.7821 -1.1754 -2.7585  0.1375
H51 6.9239 -1.0557 -1.2036  0.1395

---

Question: The highest max |F| belongs to which entry?
Answer: C7H8EuF9NO3S2